Below is the ion C6H13BrN4 with charge +2 in a non-equilibrium geometry, with properties calculated with ωB97M-V/def2-TZVPD.

Geometry as XYZ:
```
24
Properties=species:S:1:pos:R:3:lowdin_charge:R:1
C -1.093 0.486 0.045 -0.3203
C 1.172 0.138 -0.616 -0.2773
C -1.321 -0.982 -0.071 -0.4587
C -0.083 -1.807 0.245 -0.3509
C 0.113 -1.979 1.752 0.0018
C 0.233 2.408 -0.692 0.0438
N 1.071 -1.146 -0.348 0.1662
N 0.085 0.984 -0.392 0.0299
N -2.048 1.247 0.499 0.2975
N 2.304 0.643 -1.062 0.2724
Br -1.861 -1.148 -2.047 0.8145
H -2.181 -1.328 0.501 0.1271
H -0.180 -2.795 -0.220 0.1628
H 0.197 -1.023 2.262 0.0967
H 1.013 -2.556 1.948 0.1036
H -0.721 -2.531 2.176 0.1057
H 0.790 2.927 0.091 0.1318
H 0.731 2.539 -1.653 0.1183
H -0.741 2.877 -0.808 0.1099
H 1.889 -1.733 -0.477 0.1943
H -2.938 0.849 0.781 0.1735
H -1.979 2.257 0.575 0.1551
H 3.108 0.050 -1.229 0.1656
H 2.441 1.624 -1.261 0.1371
```

Its multiplicity is 1. As for the total energy: -3028.89423 Eh. The value obtained for the strongest force on any atom is 1.5 eV/Å. Its HOMO-LUMO gap is 9.44 eV. Its total charge is +2.

---

Below is a structure of composition C6H13CdO4 in a non-equilibrium geometry, with properties calculated with ωB97M-V/def2-TZVPD.

Geometry as XYZ:
```
24
Properties=species:S:1:pos:R:3:lowdin_spin:R:1
C 2.026 1.110 2.467 0.0203
O 1.832 0.865 1.085 0.1830
C 2.035 -0.420 0.581 0.6050
H 2.603 0.268 2.879 0.0079
H 2.110 2.203 2.507 0.0027
H 1.268 1.019 3.262 0.0020
H 2.344 -0.299 -0.459 0.0261
H 1.418 -0.857 1.367 0.0261
H 0.875 -1.303 -0.381 -0.0129
O -1.326 -1.242 1.401 0.0017
C -1.269 -2.184 0.379 0.0073
C -0.570 -1.592 -0.842 0.1034
O -1.243 -0.378 -1.051 0.0154
C -0.802 0.553 -2.036 0.0009
C -1.339 1.918 -1.601 0.0000
O -1.095 2.155 -0.254 -0.0002
Cd -1.219 0.582 0.828 0.0003
H -2.285 -2.528 0.083 0.0043
H -0.690 -3.084 0.669 0.0006
H -0.536 -2.220 -1.742 0.0058
H -1.162 0.251 -3.031 0.0003
H 0.300 0.554 -2.023 0.0000
H -2.422 1.954 -1.839 0.0000
H -0.855 2.674 -2.250 0.0000
```

Its multiplicity is 2. As for the total energy: -704.80076 Eh. The expectation value of S² is 0.758. The value obtained for the strongest force on any atom is 4.9 eV/Å. Its HOMO-LUMO gap (spin up / spin down) is 7.99 / 8.96 eV.